Entry 1:
The following is a DFT calculation (ωB97M-V with the def2-TZVPD basis set) of C19H22ClCuN3O6 as an isolated structure.

Structure (ORCA input):
```
! RIJCOSX wB97M-V def2-TZVPD def2/J DEFGRID3
* xyz -1 1
Cu -1.245 -0.624 1.358
C -3.474 1.717 2.366
C -2.031 1.985 2.763
C -1.869 3.378 3.353
O -1.265 1.893 1.541
C -1.572 0.903 3.791
O -1.805 1.126 4.979
O -0.974 -0.113 3.311
H -3.817 2.483 1.666
H -4.106 1.731 3.254
H -3.561 0.748 1.875
H -2.198 4.124 2.627
H -0.823 3.569 3.606
H -2.449 3.466 4.269
H -0.336 1.956 1.793
Cl -4.552 -0.214 -2.227
C -3.728 -1.777 -1.945
C -2.503 -1.700 -1.024
O -1.608 -2.517 -1.289
O -2.569 -0.877 -0.074
H -3.436 -2.174 -2.910
H -4.462 -2.437 -1.486
C -0.987 1.980 -1.904
C 0.268 1.170 -2.073
C 0.235 -0.080 -2.679
C 1.385 -0.842 -2.812
C 2.592 -0.376 -2.315
N 3.772 -1.173 -2.408
C 3.791 -2.542 -2.241
O 4.491 -3.271 -2.926
N 2.976 -3.030 -1.249
C 2.546 -2.285 -0.116
C 3.472 -1.725 0.741
C 3.021 -0.963 1.801
C 1.657 -0.771 1.952
N 0.757 -1.302 1.117
C 1.193 -2.067 0.114
C 2.645 0.873 -1.710
C 1.495 1.639 -1.606
H -1.868 1.382 -2.129
H -0.983 2.854 -2.561
H -1.092 2.334 -0.879
H -0.705 -0.493 -3.024
H 1.323 -1.825 -3.265
H 4.480 -0.864 -3.054
H 2.886 -4.032 -1.248
H 4.529 -1.883 0.565
H 3.712 -0.518 2.504
H 1.238 -0.202 2.774
H 0.428 -2.470 -0.540
H 3.585 1.227 -1.303
H 1.546 2.610 -1.124
*
```

## Properties
calculated total energy	-3453.8066	Eh
energy relative to the best compared isomer or geometry (same formula, charge and spin)	29.4	kJ/mol
LUMO	2.7	eV
HOMO-LUMO gap	7.06	eV
HOMO	-0.1619	hartree



Entry 2:
The following is a DFT calculation (ωB97M-V with the def2-TZVPD basis set) of C19H22ClN3O2 as an isolated structure at a distorted geometry.

Structure (ORCA input):
```
! RIJCOSX wB97M-V def2-TZVPD def2/J DEFGRID3
* xyz 0 1
C -7.696 -1.745 0.783
H -8.039 -2.747 0.647
O -6.350 -1.761 0.012
C -5.674 -0.770 -0.093
C -6.023 0.334 0.298
C -5.222 1.481 0.329
C -4.068 1.272 -0.236
C -3.675 0.171 -1.048
C -4.577 -0.883 -0.844
H -4.258 -1.933 -1.152
C -2.393 0.158 -1.609
N -1.329 0.077 -0.793
C -0.514 0.965 -0.592
O -0.675 2.228 -1.128
N 0.356 1.099 0.423
C 0.699 -0.121 1.374
H 0.121 -0.476 2.132
C 2.159 0.047 1.864
N 3.113 0.821 0.702
C 4.098 0.208 0.313
C 5.126 0.997 -0.316
C 6.205 0.610 -0.652
C 6.487 -0.731 -0.938
C 5.413 -1.650 -0.440
C 4.310 -1.039 -0.291
Cl 3.158 -2.375 0.251
H 5.579 -2.948 -0.777
H 7.430 -1.077 -1.471
H 7.018 1.169 -0.997
H 5.113 2.025 0.000
C 2.641 2.192 0.421
H 2.752 2.234 -0.723
C 1.180 2.335 0.843
H 1.017 2.435 1.858
H 0.705 3.036 0.218
H 3.274 3.009 1.077
H 2.640 -0.850 1.914
H 2.182 0.771 2.934
H 0.755 -0.888 0.567
H -1.408 -0.551 0.161
H -2.076 0.698 -2.171
H -2.456 -0.923 -1.923
H -3.394 2.181 -0.509
H -5.473 2.396 0.709
H -7.076 0.738 0.911
H -8.251 -1.092 0.188
H -7.539 -1.565 1.790
*
```

## Properties
calculated total energy	-1511.5522	Eh
energy relative to the best compared isomer or geometry (same formula, charge and spin)	1829.6	kJ/mol
LUMO	0.5	eV
HOMO-LUMO gap	7.96	eV
HOMO	-0.2742	hartree



Entry 3:
The following is a DFT calculation (ωB97M-V with the def2-TZVPD basis set) of C19H22ClN3O3S2 as an isolated structure at a distorted geometry.

Structure (ORCA input):
```
! RIJCOSX wB97M-V def2-TZVPD def2/J DEFGRID3
* xyz 0 1
C -0.001 -1.140 -4.529
H -0.792 -1.548 -5.196
H 0.671 -1.802 -4.217
H 0.615 -0.357 -5.179
S -0.721 0.092 -3.196
O -1.693 0.754 -3.738
O 0.230 0.380 -2.209
N -1.446 -1.310 -2.487
C -2.870 -1.159 -2.399
H -3.357 -0.924 -3.380
C -3.258 -0.208 -1.507
N -2.035 0.245 -0.637
C -2.273 1.620 0.280
C -3.478 1.946 0.502
C -3.417 3.244 1.333
C -2.349 3.593 1.975
C -1.216 3.190 1.613
C -1.104 1.969 0.763
N 0.137 1.465 0.049
C 1.342 1.505 0.770
O 1.729 2.252 1.768
C 2.479 0.753 -0.036
H 2.293 1.041 -1.216
H 3.406 1.114 0.274
S 2.583 -0.807 -0.201
C 3.178 -1.228 1.454
C 3.399 -0.191 2.651
C 4.180 -0.785 3.531
C 4.548 -2.094 3.933
C 4.241 -2.966 2.853
C 3.711 -2.596 1.572
H 3.552 -3.174 0.870
H 4.632 -4.004 2.897
Cl 5.399 -2.406 5.336
H 4.326 0.040 4.527
H 3.128 0.550 2.309
H 0.164 1.120 -0.786
H -0.332 3.330 1.956
H -2.317 4.497 2.491
H -4.374 3.414 1.645
H -4.580 1.577 0.273
C -1.648 -1.190 0.116
H -2.383 -1.555 0.565
C -1.001 -1.688 -1.018
H 0.232 -1.575 -1.211
H -1.263 -2.729 -1.063
H -1.017 -0.618 0.783
H -4.393 -0.249 -0.781
H -3.537 0.866 -2.109
H -3.320 -2.256 -1.995
*
```

## Properties
calculated total energy	-2383.0725	Eh
energy relative to the best compared isomer or geometry (same formula, charge and spin)	1877.3	kJ/mol
LUMO	0.3	eV
HOMO-LUMO gap	8.16	eV
HOMO	-0.2873	hartree



Entry 4:
The following is a DFT calculation (ωB97M-V with the def2-TZVPD basis set) of C19H22ClNSc as an isolated structure at a distorted geometry.

Structure (ORCA input):
```
! RIJCOSX wB97M-V def2-TZVPD def2/J DEFGRID3
* xyz -1 1
C -2.563 -0.310 1.462
C -3.242 -0.785 0.278
C -2.953 0.139 -0.780
H -3.857 -1.678 0.206
C -2.125 1.186 -0.253
C -1.884 0.900 1.126
H -1.318 1.536 1.808
H -2.573 -0.771 2.448
H -3.296 0.075 -1.812
H -1.734 2.043 -0.789
Sc -0.896 -0.856 -0.084
Cl -0.181 -2.644 1.178
C -0.736 -3.911 -4.493
C -0.888 -2.694 -5.229
C -2.288 -2.430 -5.364
H -0.083 -2.084 -5.633
C -3.002 -3.485 -4.711
C -2.042 -4.400 -4.173
H -2.268 -5.316 -3.631
H 0.206 -4.390 -4.237
H -2.734 -1.585 -5.886
H -4.084 -3.582 -4.651
C 3.348 1.401 3.951
N 1.963 1.590 3.595
C 1.109 1.868 4.728
C 1.429 0.681 2.569
C 1.687 1.183 1.155
C 2.570 2.255 0.904
C 2.795 2.686 -0.417
C 2.101 2.111 -1.467
C 1.158 1.082 -1.203
C 0.978 0.624 0.080
H 3.644 2.251 4.581
H 3.983 1.386 3.056
H 3.531 0.477 4.532
H 0.128 2.222 4.376
H 0.942 0.987 5.376
H 1.584 2.653 5.331
H 1.851 -0.341 2.694
H 0.343 0.570 2.746
H 3.058 2.772 1.755
H 3.521 3.482 -0.598
H 2.251 2.438 -2.492
H 0.568 0.664 -2.034
*
```

## Properties
calculated total energy	-2012.8918	Eh
LUMO	2.3	eV
HOMO-LUMO gap	5.10	eV
HOMO	-0.1027	hartree



Entry 5:
The following is a DFT calculation (ωB97M-V with the def2-TZVPD basis set) of the molecule C19H22F4N2O2S.

Structure (ORCA input):
```
! RIJCOSX wB97M-V def2-TZVPD def2/J DEFGRID3
* xyz 0 1
C -2.483 -2.975 1.878
C -2.471 -1.622 1.208
F -2.682 -0.630 2.160
C -1.121 -1.390 0.502
O -0.707 -2.232 -0.267
N -0.392 -0.320 0.919
C 1.033 -0.509 1.260
C 1.906 -0.361 0.018
N 1.864 1.011 -0.436
C 0.989 1.501 -1.376
O 0.852 2.701 -1.543
C 0.256 0.500 -2.255
C -1.068 1.089 -2.732
C -1.865 0.077 -3.544
S -1.012 -0.425 -5.059
C 0.527 -0.979 -4.289
C 1.168 0.096 -3.422
C 2.495 1.938 0.482
C 2.097 1.681 1.918
C 2.431 2.613 2.896
C 2.088 2.409 4.221
C 1.404 1.257 4.592
C 1.075 0.323 3.627
C 1.418 0.524 2.292
C -3.624 -1.461 0.206
F -4.805 -1.509 0.831
F -3.538 -0.276 -0.419
F -3.603 -2.421 -0.719
H -2.297 -3.752 1.141
H -1.698 -3.006 2.634
H -3.447 -3.138 2.358
H -0.879 0.271 1.578
H 1.163 -1.514 1.674
H 2.939 -0.610 0.282
H 1.591 -1.052 -0.757
H 0.026 -0.402 -1.687
H -1.657 1.390 -1.860
H -0.883 1.986 -3.322
H -2.084 -0.813 -2.948
H -2.816 0.500 -3.866
H 0.327 -1.875 -3.695
H 1.187 -1.264 -5.108
H 1.392 0.978 -4.027
H 2.118 -0.284 -3.030
H 3.585 1.860 0.393
H 2.209 2.944 0.183
H 2.958 3.514 2.607
H 2.350 3.148 4.966
H 1.135 1.091 5.627
H 0.548 -0.584 3.907
*
```

## Properties
calculated total energy	-1794.9420	Eh
SMILES	C[C@@](F)(C(=O)N[C@H]1CN(C(=O)C2CCSCC2)Cc2ccccc21)C(F)(F)F
energy relative to the best compared isomer or geometry (same formula, charge and spin)	28.5	kJ/mol
LUMO	0.5	eV
HOMO-LUMO gap	8.82	eV
HOMO	-0.3052	hartree



Entry 6:
The following is a DFT calculation (ωB97M-V with the def2-TZVPD basis set) of C19H22F9O3PSn as an isolated structure at a distorted geometry.

Structure (ORCA input):
```
! RIJCOSX wB97M-V def2-TZVPD def2/J DEFGRID3
* xyz 2 1
C -4.233 -4.168 1.806
C -2.942 -3.358 2.019
P -2.955 -1.781 1.131
C -2.435 -1.999 -0.604
C -1.607 -0.742 1.770
C -0.447 -1.230 2.212
C 0.619 -0.267 2.639
O 1.359 -0.508 3.540
C 0.631 1.051 1.907
C 1.977 1.627 1.644
C 2.906 0.553 1.012
O 3.246 1.000 -0.282
C 4.258 0.268 -0.936
C 3.757 -0.986 -1.677
F 2.747 -1.598 -0.984
F 4.775 -1.855 -1.751
C 3.258 -0.815 -3.124
F 4.275 -0.293 -3.833
F 2.936 -2.027 -3.620
C 2.036 0.107 -3.365
F 2.351 1.358 -2.970
F 1.809 0.106 -4.694
C 0.668 -0.238 -2.750
F 0.639 0.005 -1.409
F 0.365 -1.543 -2.899
C -0.580 1.572 1.596
C -0.866 2.958 1.075
C -1.391 2.992 -0.362
C -2.097 4.281 -0.744
F -1.153 5.192 -1.163
C -1.733 0.732 1.871
O -2.866 1.238 2.183
H -5.127 -3.546 1.741
H -4.368 -4.853 2.641
H -4.178 -4.749 0.884
H -2.082 -3.883 1.589
H -2.744 -3.157 3.073
H -3.297 -2.134 -1.260
H -1.831 -1.152 -0.941
H -1.781 -2.873 -0.684
H -0.215 -2.290 2.260
H 1.887 2.462 0.950
H 2.429 2.002 2.567
H 3.793 0.386 1.630
H 2.387 -0.408 0.933
H 5.027 -0.084 -0.239
H 4.732 0.940 -1.651
H -0.084 0.379 -3.247
H -1.609 3.417 1.734
H 0.031 3.574 1.155
H -2.091 2.148 -0.532
H -0.570 2.846 -1.063
H -2.808 4.127 -1.558
H -2.629 4.721 0.105
Sn -4.179 0.494 0.676
*
```

## Properties
calculated total energy	-2416.6922	Eh
LUMO	-9.6	eV
HOMO-LUMO gap	5.86	eV
HOMO	-0.5666	hartree



Entry 7:
The following is a DFT calculation (ωB97M-V with the def2-TZVPD basis set) of the molecule C19H22FN3S.

Structure (ORCA input):
```
! RIJCOSX wB97M-V def2-TZVPD def2/J DEFGRID3
* xyz 0 1
C -6.137 -0.288 0.426
C -4.716 -0.112 -0.014
C -3.931 -1.209 -0.344
C -2.616 -1.046 -0.734
C -2.051 0.224 -0.793
N -0.727 0.430 -1.208
C 0.285 -0.484 -1.329
S 1.317 -0.300 -2.611
N 0.402 -1.457 -0.389
C 1.479 -2.428 -0.478
C 2.415 -2.274 0.738
N 2.457 -0.897 1.170
C 3.311 0.039 0.612
C 3.368 1.330 1.159
C 4.190 2.314 0.650
C 5.020 2.053 -0.425
C 5.027 0.779 -0.959
C 4.197 -0.198 -0.448
F 4.302 -1.422 -1.031
C 1.174 -0.477 1.701
C 0.021 -1.221 0.988
C -2.828 1.344 -0.470
C -2.239 2.721 -0.548
C -4.145 1.152 -0.088
H -6.177 -0.447 1.505
H -6.728 0.595 0.193
H -6.587 -1.152 -0.057
H -4.354 -2.202 -0.308
H -2.023 -1.904 -1.011
H -0.605 1.207 -1.846
H 1.049 -3.435 -0.503
H 2.024 -2.252 -1.407
H 3.411 -2.640 0.502
H 2.042 -2.862 1.584
H 2.765 1.560 2.024
H 4.184 3.293 1.107
H 5.658 2.820 -0.834
H 5.664 0.519 -1.790
H 1.045 0.593 1.535
H 1.127 -0.675 2.780
H -0.170 -2.194 1.449
H -0.891 -0.631 1.054
H -2.055 3.002 -1.586
H -2.918 3.451 -0.115
H -1.289 2.766 -0.015
H -4.746 2.016 0.161
*
```

## Properties
calculated total energy	-1399.5380	Eh
SMILES	Cc1ccc(NC(=S)N2CCN(c3ccccc3F)CC2)c(C)c1
energy relative to the best compared isomer or geometry (same formula, charge and spin)	13.0	kJ/mol
LUMO	0.6	eV
HOMO-LUMO gap	8.36	eV
HOMO	-0.2839	hartree



Entry 8:
The following is a DFT calculation (ωB97M-V with the def2-TZVPD basis set) of C19H22IrN8O6S2 as an isolated structure at a distorted geometry.

Structure (ORCA input):
```
! RIJCOSX wB97M-V def2-TZVPD def2/J DEFGRID3
* xyz 1 1
Ir -0.173 1.174 -0.653
O 3.837 0.706 3.614
C 2.627 0.619 4.126
O 2.406 0.469 5.298
C 1.474 0.716 3.173
C 0.152 0.662 3.579
N -0.616 0.788 2.483
N 0.146 0.922 1.396
C 1.411 0.878 1.779
C 2.435 0.987 0.678
O 3.625 0.974 0.958
O 1.927 1.072 -0.497
H 3.838 0.805 2.624
H -0.249 0.547 4.573
H -1.623 0.791 2.394
N -0.232 -0.531 -3.773
C -0.155 0.807 -3.778
N -0.086 1.568 -2.705
C -0.021 2.917 -3.034
C -0.031 3.177 -4.352
S -0.136 1.709 -5.250
C 0.051 3.837 -1.919
C 0.030 5.177 -1.937
S 0.053 5.793 -0.332
C 0.105 4.185 0.290
N 0.119 3.263 -0.652
N 0.132 3.964 1.614
H -0.290 -1.007 -2.891
H -0.278 -1.044 -4.633
H 0.032 4.129 -4.848
H -0.028 5.836 -2.785
H 0.215 4.726 2.261
H 0.242 3.026 1.947
C -4.453 1.853 -0.605
C -2.983 2.093 -0.867
O -2.603 2.982 -1.603
O -2.199 1.232 -0.250
H -5.020 2.726 -0.912
H -4.632 1.629 0.446
H -4.769 0.993 -1.195
N -0.268 -0.892 -0.784
C -0.199 -2.023 -0.543
N -0.120 -3.293 -0.312
C 0.939 -4.121 -0.922
C 1.722 -4.838 0.169
C 0.779 -5.619 1.086
C -0.287 -4.698 1.681
C -1.063 -3.998 0.575
H 1.581 -3.481 -1.526
H 0.454 -4.848 -1.580
H 2.285 -4.103 0.750
H 2.442 -5.507 -0.304
H 1.349 -6.093 1.884
H 0.292 -6.414 0.513
H 0.186 -3.948 2.321
H -0.988 -5.265 2.295
H -1.783 -3.280 0.964
H -1.603 -4.732 -0.029
*
```

## Properties
calculated total energy	-2527.3865	Eh
energy relative to the best compared isomer or geometry (same formula, charge and spin)	59.6	kJ/mol
LUMO	-2.3	eV
HOMO-LUMO gap	8.61	eV
HOMO	-0.4005	hartree



Entry 9:
The following is a DFT calculation (ωB97M-V with the def2-TZVPD basis set) of the molecule C19H22N2O5S at a distorted geometry.

Structure (ORCA input):
```
! RIJCOSX wB97M-V def2-TZVPD def2/J DEFGRID3
* xyz 0 1
O 1.686 1.925 0.065
C 1.955 0.942 0.691
N 3.041 0.876 1.455
C 4.052 1.500 1.287
C 4.699 1.699 -0.076
O 4.158 2.717 -0.863
C 4.550 0.486 -0.532
C 3.702 0.132 -1.755
C 3.683 -1.436 -2.247
C 4.337 -2.218 -1.482
C 5.122 -2.077 -0.554
C 5.206 -0.805 0.181
C 0.796 -0.043 0.822
C 1.236 -1.330 0.686
C 0.263 -2.688 0.722
C -1.013 -2.167 0.777
C -1.483 -0.693 0.582
S -3.249 -0.453 0.786
O -3.959 -1.588 0.753
O -3.464 0.221 2.073
N -3.347 0.539 -0.399
C -4.180 1.933 -0.237
C -5.654 1.326 -0.344
O -5.833 0.854 -1.800
C -4.818 -0.497 -1.818
C -3.534 -0.116 -1.648
C -0.615 0.205 0.978
H 3.027 -0.104 1.977
H 4.666 1.280 2.270
H 3.603 2.572 1.811
H 5.663 2.019 0.342
H 3.276 2.598 -0.737
H 3.254 0.850 -2.232
H 3.001 -1.390 -2.874
H 4.304 -3.206 -1.956
H 5.620 -2.929 0.133
H 5.954 -0.747 0.958
H 2.168 -1.778 0.750
H 0.602 -3.573 0.749
H -1.849 -2.841 0.749
H -4.127 2.090 0.582
H -3.753 2.364 -0.925
H -6.340 2.212 -0.615
H -5.915 0.477 0.190
H -5.145 -0.725 -2.757
H -5.080 -1.245 -1.273
H -2.880 -1.121 -1.606
H -3.143 0.654 -2.522
H -0.852 1.274 0.718
*
```

## Properties
calculated total energy	-1620.3493	Eh
SMILES	O=C(NC[C@H](O)c1ccccc1)c1cccc(S(=O)(=O)N2CCOCC2)c1
energy relative to the best compared isomer or geometry (same formula, charge and spin)	2188.4	kJ/mol
LUMO	0.0	eV
HOMO-LUMO gap	8.82	eV
HOMO	-0.3254	hartree